ORCA calculation (ωB97M-V/def2-TZVPD) on a structure of composition C17H18N5O5W.

Values from the calculation:
* maximum force: 0.22 eV/Å
* frontier orbital gap: 7.988 eV
* multiplicity: 1
* total charge: +3
* energy relative to the best compared isomer or geometry (same formula, charge and spin): 0.0 kJ/mol
* M: 556.20 g/mol

Last column: Löwdin charge in e.
Cartesian coordinates (Å):
W (1.0852, -0.2543, -0.7511)  1.963
O (-0.1948, -3.3336, 1.4844)  0.290
C (0.0248, -2.2344, 1.1639)  -0.359
O (0.7714, -1.9104, -0.0212)  -0.177
C (-0.3291, -0.9394, 1.8296)  -0.129
C (-0.9733, -0.7603, 3.0392)  0.103
C (-1.1282, 0.5487, 3.5013)  0.067
C (-0.6264, 1.6279, 2.7702)  0.096
C (-0.0056, 1.3511, 1.5666)  -0.154
N (0.1077, 0.1018, 1.1266)  0.012
C (0.6287, 2.3217, 0.6167)  -0.388
O (0.7116, 3.4857, 0.6815)  0.275
O (1.1612, 1.5724, -0.4772)  -0.177
H (-1.3339, -1.6135, 3.6003)  0.159
H (-1.6295, 0.7275, 4.4445)  0.150
H (-0.7126, 2.6482, 3.1227)  0.158
C (6.9230, -0.5510, 0.5212)  0.047
N (5.5281, -0.4861, 0.0632)  -0.044
C (5.1238, -0.4987, -1.3393)  0.043
C (3.6527, -0.4289, -1.1586)  -0.392
O (2.7002, -0.4140, -2.0215)  -0.073
N (3.2865, -0.3764, 0.1020)  0.115
C (4.4669, -0.4170, 0.8452)  -0.317
N (4.4941, -0.3890, 2.1577)  0.278
H (7.5674, -0.6229, -0.3501)  0.116
H (7.0759, -1.4368, 1.1374)  0.117
H (7.1830, 0.3536, 1.0705)  0.117
H (5.4283, -1.4139, -1.8566)  0.180
H (5.5085, 0.3602, -1.8979)  0.180
H (3.6448, -0.3644, 2.6965)  0.141
H (5.3667, -0.4280, 2.6663)  0.148
C (0.2047, -1.9645, -3.1147)  0.010
C (0.1061, -0.5262, -2.6202)  -0.474
C (0.0453, 0.5829, -3.6026)  0.089
C (-0.9339, 1.4330, -3.2150)  0.063
C (-1.3720, 1.0024, -1.9185)  -0.223
C (-2.2780, 1.7279, -1.0232)  0.041
N (-0.7978, -0.1862, -1.5965)  -0.024
H (-0.0130, -2.0008, -4.1813)  0.112
H (-0.5090, -2.5946, -2.5875)  0.106
H (1.2077, -2.3750, -2.9854)  0.089
H (0.6182, 0.6151, -4.5194)  0.155
H (-1.2825, 2.3188, -3.7251)  0.152
H (-3.2776, 1.6969, -1.4789)  0.142
H (-2.0193, 2.7890, -0.9752)  0.125
H (-2.3539, 1.2748, -0.0382)  0.092

ORCA calculation (ωB97M-V/def2-TZVPD) on a structure of composition C4H11N2Se in a non-equilibrium geometry.

Values from the calculation:
* maximum force: 4.80 eV/Å
* frontier orbital gap: 9.990 eV
* multiplicity: 1
* total charge: +1
* energy relative to the best compared isomer or geometry (same formula, charge and spin): 142.7 kJ/mol
* M: 166.11 g/mol

Last column: Löwdin charge in e.
Cartesian coordinates (Å):
C (-0.7351, -1.3069, -0.6326)  -0.417
C (-1.0505, 0.6301, 1.4287)  -0.235
C (0.5877, -0.6522, -0.4101)  -0.419
C (0.4927, 0.7835, 0.2283)  -0.208
N (1.6753, -1.4261, 0.3741)  0.050
N (-0.0762, 1.7554, -0.7124)  0.088
Se (-2.2479, -0.1600, -0.0577)  0.998
H (-0.9007, -1.5820, -1.6408)  0.058
H (-0.7631, -2.1737, 0.1069)  0.102
H (-0.7602, -0.0497, 2.2922)  0.069
H (-1.4993, 1.6587, 1.7647)  0.080
H (0.9684, -0.4297, -1.5008)  0.168
H (1.4716, 1.0991, 0.4022)  0.111
H (2.0814, -2.1281, -0.2475)  0.080
H (1.4148, -1.8675, 1.2651)  0.086
H (-1.1477, 1.5110, -0.7230)  0.045
H (0.4199, 1.6527, -1.6253)  0.179
H (0.0689, 2.6853, -0.3118)  0.167

ORCA calculation (ωB97M-V/def2-TZVPD) on a structure of composition C8H12N2PW in a non-equilibrium geometry.

Values from the calculation:
* maximum force: 2.42 eV/Å
* frontier orbital gap (alpha / beta): 6.911 / 6.586 eV
* multiplicity: 3
* ⟨S²⟩: 2.01
* total charge: +1
* energy relative to the best compared isomer or geometry (same formula, charge and spin): 0.0 kJ/mol
* M: 351.01 g/mol

Last column: Löwdin charge in e.
Cartesian coordinates (Å):
C (-1.3450, 0.8854, -1.5533)  -0.274
C (-0.3611, 1.1523, -2.6277)  -0.279
C (0.5747, 2.1020, -2.1255)  -0.205
C (0.2695, 2.3996, -0.7907)  -0.196
C (-0.8452, 1.6010, -0.3399)  -0.242
W (0.4937, 0.1030, -0.9404)  1.051
P (-0.3923, -2.1183, -1.3927)  0.667
H (-2.3118, 0.4711, -1.7718)  0.101
H (-0.3035, 0.7980, -3.6498)  0.107
H (1.3738, 2.5488, -2.6866)  0.116
H (-1.2056, 1.7774, 0.6629)  0.116
H (0.7997, 3.1747, -0.2310)  0.121
H (0.7648, -2.8574, -0.9305)  -0.069
H (-0.3831, -2.4212, -2.7779)  -0.084
H (-1.6984, -2.6027, -0.9845)  -0.050
N (0.1076, -1.4475, 3.0265)  0.085
C (0.9169, -0.3391, 3.2693)  -0.042
C (1.1743, 0.2214, 2.0627)  -0.102
N (0.5015, -0.5116, 1.0818)  -0.169
C (-0.1401, -1.5172, 1.7094)  -0.173
H (-0.3112, -2.0876, 3.7110)  0.183
H (1.2036, -0.0435, 4.2591)  0.125
H (1.8152, 1.0389, 1.7886)  0.112
H (-0.6982, -2.3275, 1.2311)  0.100

ORCA calculation (ωB97M-V/def2-TZVPD) on a structure of composition C2H3IOS in a non-equilibrium geometry.

Values from the calculation:
* maximum force: 3.15 eV/Å
* frontier orbital gap (alpha / beta): 7.239 / 7.240 eV
* multiplicity: 1
* energy relative to the best compared isomer or geometry (same formula, charge and spin): 260.2 kJ/mol
* M: 202.02 g/mol

Last column: Löwdin charge in e.
Cartesian coordinates (Å):
C (-0.0832, 0.2050, 1.8896)  -0.333
C (0.8169, 0.3310, -1.0018)  -0.400
O (-0.3131, 1.2896, 2.1439)  -0.044
S (-0.4312, -0.7048, -1.0482)  0.586
I (-2.3668, -0.7769, 0.8381)  0.296
H (1.8033, 0.2100, -0.7750)  0.002
H (0.4696, 1.1847, -1.5096)  -0.002
H (0.1046, -1.7386, -0.5371)  -0.105

ORCA calculation (ωB97M-V/def2-TZVPD) on the molecule C4H6N2O in a non-equilibrium geometry.

Values from the calculation:
* maximum force: 3.42 eV/Å
* frontier orbital gap: 9.609 eV
* multiplicity: 1
* SMILES: Cc1cc(O)n[nH]1
* energy relative to the best compared isomer or geometry (same formula, charge and spin): 221.5 kJ/mol
* M: 98.10 g/mol

Last column: Löwdin charge in e.
Cartesian coordinates (Å):
C (-1.9811, 0.0152, -0.1497)  -0.025
C (-0.5238, -0.0042, 0.2476)  -0.369
C (0.4510, -0.3981, -0.6279)  -0.028
C (1.6917, -0.2119, -0.0109)  -0.457
O (2.8877, -0.4230, -0.6641)  0.040
N (1.6397, 0.2190, 1.2420)  0.158
N (0.0491, 0.3770, 1.3976)  0.062
H (-2.7008, 0.3820, 0.5884)  0.074
H (-2.2825, -0.9977, -0.4382)  0.084
H (-2.0727, 0.6361, -1.0487)  0.085
H (0.2835, -0.7402, -1.6272)  0.108
H (3.1922, 0.4252, -1.0205)  0.113
H (-0.6340, 0.7205, 2.1116)  0.156

ORCA calculation (ωB97M-V/def2-TZVPD) on a structure of composition C8H8 in a non-equilibrium geometry.

Values from the calculation:
* maximum force: 4.05 eV/Å
* frontier orbital gap: 8.664 eV
* multiplicity: 1
* energy relative to the best compared isomer or geometry (same formula, charge and spin): 814.9 kJ/mol
* M: 104.15 g/mol

Last column: Löwdin charge in e.
Cartesian coordinates (Å):
C (-2.2741, -1.0647, 0.7502)  0.059
C (-0.9274, -1.0270, 0.6417)  0.039
C (-1.9650, 0.1033, -0.1426)  -0.186
C (-0.7086, 0.3961, -0.7802)  -0.066
C (-1.5059, 1.5034, -0.1450)  -0.041
C (0.3203, -0.3958, -0.1107)  -0.523
C (1.2245, -1.4145, -0.7178)  -0.038
C (1.0672, 0.5777, 0.7127)  -0.036
H (-2.0586, 2.2240, -0.8107)  0.124
H (-1.3315, 1.9439, 0.7665)  0.069
H (0.5930, -2.4241, -0.6625)  0.128
H (2.2507, -1.6675, -0.1859)  0.126
H (1.4018, -1.2516, -1.7847)  0.079
H (1.5449, 1.1972, -0.0486)  0.116
H (1.8542, 0.0716, 1.1669)  0.066
H (0.5144, 1.2280, 1.3507)  0.083

Question: Which formula does entry 3 have?
Answer: C8H12N2PW

Repeat the fourth record exactly.
ORCA calculation (ωB97M-V/def2-TZVPD) on a structure of composition C2H3IOS in a non-equilibrium geometry.

Values from the calculation:
* maximum force: 3.15 eV/Å
* frontier orbital gap (alpha / beta): 7.239 / 7.240 eV
* multiplicity: 1
* energy relative to the best compared isomer or geometry (same formula, charge and spin): 260.2 kJ/mol
* M: 202.02 g/mol

Last column: Löwdin charge in e.
Cartesian coordinates (Å):
C (-0.0832, 0.2050, 1.8896)  -0.333
C (0.8169, 0.3310, -1.0018)  -0.400
O (-0.3131, 1.2896, 2.1439)  -0.044
S (-0.4312, -0.7048, -1.0482)  0.586
I (-2.3668, -0.7769, 0.8381)  0.296
H (1.8033, 0.2100, -0.7750)  0.002
H (0.4696, 1.1847, -1.5096)  -0.002
H (0.1046, -1.7386, -0.5371)  -0.105